{"formula": "C2H6N3O2", "method": "wB97M-V/def2-TZVPD", "charge": 1, "de_lowest_kj_mol": 604.71, "e_homo_ha": -0.5655, "largest_force_ev_per_a": 4.5, "symbols": ["C", "C", "N", "N", "N", "O", "O", "H", "H", "H", "H", "H", "H"], "xyz": [[-1.79238, 1.10124, 0.43003], [-1.69748, -0.07881, 0.24650], [1.85988, 1.49212, -0.61158], [1.50215, 0.38588, -0.34549], [-1.39050, -1.43660, 0.06132], [2.09055, -0.23972, 0.83620], [0.80207, -0.42942, -0.92042], [-1.84293, 2.06284, 0.68525], [2.77815, 0.36816, 1.26490], [1.56001, 1.93501, -1.45264], [-1.79617, -1.96393, -0.75216], [-1.63260, -1.89386, 0.86280], [-0.44074, -1.30290, -0.30471]], "lowdin_charge": [0.22, -0.11, 0.24, -0.40, 0.23, 0.06, -0.01, 0.03, 0.16, 0.12, 0.22, 0.14, 0.10]}